Record 1
DFT (ωB97M-V with the def2-TZVPD basis set) results for a molecular structure, C3H3LaO2.

Structure (ORCA input):
```
! wB97M-V def2-TZVPD RIJCOSX def2/J DEFGRID3
* xyz 1 2
O -0.64 -1.11 0.59
O -0.12 1.03 0.53
C -1.29 -0.52 -0.47
C -0.72 0.70 -0.67
C 0.25 -0.18 1.14
H -2.20 -0.97 -0.84
H 2.70 0.20 -0.43
La 3.12 -0.67 1.43
H -1.10 1.52 -1.27
*
```

Output
lowest unoccupied orbital energy (alpha / beta) = -0.16954 / -0.16853 Ha
relative energy (zero: lowest compared OMol25 entry of this formula, charge and spin) = 46.8 kcal/mol
gap between HOMO and LUMO (alpha / beta) = 0.20235 / 0.30621 hartree
⟨S²⟩ = 0.751
total energy = -8101.1280 eV
strongest force on any atom = 4.2 eV/A

---

Record 2
DFT (ωB97M-V with the def2-TZVPD basis set) results for 6 unconnected molecules or ions with the total composition C30H57FO15S5.

Structure (ORCA input):
```
! wB97M-V def2-TZVPD RIJCOSX def2/J DEFGRID3
* xyz 0 1
C -0.40 0.91 1.73
C -0.05 1.17 0.27
C -1.26 1.49 -0.60
C -2.39 0.46 -0.52
O -3.47 1.02 0.24
C -4.35 0.14 0.84
C -4.80 -1.03 -0.06
C -4.13 -2.35 0.18
O -4.37 -3.16 1.00
F -3.18 -2.62 -0.76
O -3.75 -0.44 2.00
C -3.70 0.41 3.06
O -3.84 0.03 4.18
O -5.43 0.86 1.31
C -6.13 1.65 0.34
C -5.73 3.12 0.38
H 0.51 0.83 2.32
H -1.05 1.69 2.13
H -0.93 -0.04 1.87
H 0.46 0.31 -0.17
H 0.67 1.98 0.26
H -1.69 2.46 -0.32
H -0.96 1.59 -1.65
H -2.02 -0.44 -0.04
H -2.75 0.23 -1.52
H -5.84 -1.21 0.17
H -4.76 -0.77 -1.11
H -3.53 1.46 2.81
H -6.01 1.25 -0.67
H -7.19 1.55 0.58
H -5.34 3.40 1.35
H -6.58 3.74 0.10
H -4.94 3.31 -0.35
C -7.67 0.60 5.27
C -8.74 0.10 4.28
C -9.41 1.34 3.67
S -8.16 2.64 3.70
O -8.61 3.69 4.58
O -7.74 2.94 2.35
C -6.90 1.68 4.53
H -7.01 -0.21 5.59
H -8.15 1.02 6.16
H -8.26 -0.49 3.50
H -9.48 -0.53 4.77
H -9.71 1.19 2.64
H -10.25 1.69 4.26
H -6.33 2.34 5.18
H -6.26 1.26 3.77
C -5.07 -4.69 -3.62
C -6.42 -4.93 -4.32
C -7.27 -3.67 -4.12
S -6.10 -2.31 -3.97
O -6.20 -1.77 -2.63
O -6.19 -1.44 -5.12
C -4.62 -3.30 -4.05
H -4.33 -5.45 -3.88
H -5.20 -4.72 -2.54
H -6.25 -5.11 -5.38
H -6.93 -5.81 -3.92
H -7.92 -3.46 -4.97
H -7.84 -3.71 -3.20
H -3.86 -2.86 -3.41
H -4.28 -3.29 -5.09
C 5.81 3.17 -0.18
C 6.03 1.78 -0.79
C 4.71 1.01 -0.67
S 3.41 2.25 -0.69
O 2.76 2.24 0.60
O 2.64 2.16 -1.90
C 4.49 3.68 -0.75
H 6.63 3.85 -0.41
H 5.74 3.09 0.91
H 6.31 1.89 -1.84
H 6.84 1.25 -0.29
H 4.55 0.33 -1.50
H 4.63 0.48 0.27
H 4.04 4.49 -0.19
H 4.59 3.96 -1.80
C 12.08 3.47 -0.13
C 12.31 2.08 -0.75
C 11.00 1.30 -0.63
S 9.69 2.53 -0.64
O 9.02 2.51 0.63
O 8.94 2.44 -1.87
C 10.76 3.96 -0.71
H 12.90 4.15 -0.36
H 12.00 3.38 0.96
H 12.59 2.19 -1.80
H 13.13 1.55 -0.25
H 10.83 0.62 -1.46
H 10.92 0.76 0.31
H 10.30 4.77 -0.14
H 10.86 4.25 -1.75
C 6.28 -4.77 0.15
C 4.96 -5.35 -0.39
C 3.94 -4.21 -0.40
S 4.88 -2.69 -0.61
O 4.75 -1.91 0.59
O 4.62 -2.13 -1.91
C 6.50 -3.46 -0.60
H 7.12 -5.46 -0.01
H 6.20 -4.58 1.22
H 5.11 -5.72 -1.40
H 4.61 -6.18 0.22
H 3.22 -4.29 -1.21
H 3.41 -4.13 0.55
H 7.20 -2.79 -0.12
H 6.78 -3.63 -1.64
*
```

Output
lowest unoccupied orbital energy = 0.01255 Ha
gap between HOMO and LUMO = 0.36977 hartree
total energy = -119639.1731 eV
strongest force on any atom = 0.8 eV/A

---

Record 3
DFT (ωB97M-V with the def2-TZVPD basis set) results for a molecular structure, C18H35HoN2S.

Structure (ORCA input):
```
! wB97M-V def2-TZVPD RIJCOSX def2/J DEFGRID3
* xyz 2 5
C -1.60 0.40 1.34
H -1.57 1.10 2.18
H -2.43 0.65 0.68
H -0.17 1.90 1.00
C -1.68 -1.03 1.86
H -1.31 -1.83 1.14
H -1.03 -1.13 2.74
C -3.11 -1.46 2.25
H -3.08 -2.43 2.75
H -3.54 -0.72 2.93
H -3.75 -1.53 1.36
C 1.21 -1.14 -2.03
C 0.37 -2.25 -1.66
C -0.99 -1.77 -1.63
C -0.98 -0.38 -1.99
C 0.38 0.01 -2.23
C 0.83 1.34 -2.71
C -2.17 0.48 -2.20
C -2.22 -2.58 -1.41
C 0.85 -3.60 -1.28
C 2.70 -1.13 -2.08
Ho 0.26 -0.62 0.15
H -1.91 1.54 -2.13
H -2.61 0.33 -3.20
H -2.95 0.28 -1.46
H 0.08 2.11 -2.53
H 1.76 1.65 -2.20
H 1.05 1.33 -3.80
H 3.13 -1.87 -1.40
H 3.07 -1.35 -3.09
H 3.10 -0.14 -1.80
H 0.02 -4.25 -1.00
H 1.39 -4.08 -2.11
H 1.56 -3.54 -0.44
H -2.97 -2.02 -0.82
H -2.72 -2.85 -2.35
H -1.99 -3.51 -0.88
C 3.03 0.54 2.56
N 2.75 1.97 2.87
C 3.65 2.59 3.84
C 1.88 2.68 2.14
S 1.20 1.90 0.66
N 1.46 3.94 2.40
C 2.26 5.01 3.00
C 0.40 4.51 1.55
H 3.75 0.19 3.29
H 3.45 0.43 1.55
H 2.11 -0.07 2.65
H 4.26 3.37 3.37
H 3.10 2.97 4.71
H 4.33 1.81 4.19
H 2.91 5.48 2.25
H 1.54 5.76 3.34
H 2.84 4.69 3.87
H 0.73 4.58 0.50
H -0.53 3.93 1.62
H 0.21 5.51 1.92
*
```

Output
lowest unoccupied orbital energy (alpha / beta) = -0.24420 / -0.24361 Ha
gap between HOMO and LUMO (alpha / beta) = 0.26899 / 0.27033 hartree
⟨S²⟩ = 6.007
total energy = -58830.6035 eV
strongest force on any atom = 2.1 eV/A

---

Record 4
DFT (ωB97M-V with the def2-TZVPD basis set) results for a molecular structure, H2N5O2.

Structure (ORCA input):
```
! wB97M-V def2-TZVPD RIJCOSX def2/J DEFGRID3
* xyz -1 1
N 0.01 1.36 0.06
N -1.17 0.70 -0.10
N -1.04 -0.82 0.07
N 1.03 0.58 0.09
N 0.71 -0.85 0.45
O 2.22 0.87 -0.11
O 1.44 -1.65 -0.22
H -1.92 1.05 0.53
H -1.29 -1.24 -0.78
*
```

Output
lowest unoccupied orbital energy = 0.18376 Ha
relative energy (zero: lowest compared OMol25 entry of this formula, charge and spin) = 72.5 kcal/mol
gap between HOMO and LUMO = 0.29006 hartree
total energy = -11571.0229 eV
strongest force on any atom = 3.9 eV/A

---

Record 5
DFT (ωB97M-V with the def2-TZVPD basis set) results for 10 unconnected molecules or ions with the total composition C14H48N2O10.

Structure (ORCA input):
```
! wB97M-V def2-TZVPD RIJCOSX def2/J DEFGRID3
* xyz 0 1
C -7.14 -10.01 14.63
C -8.29 -11.06 14.58
O -7.68 -12.29 15.03
H -6.30 -10.12 14.03
H -6.84 -9.82 15.63
H -7.59 -9.13 14.18
H -8.76 -11.23 13.63
H -9.09 -10.75 15.30
H -8.29 -12.78 15.59
C -12.03 -11.12 13.58
C -13.22 -10.27 13.84
O -12.93 -8.95 13.93
H -12.44 -12.10 13.56
H -11.17 -11.15 14.29
H -11.56 -10.86 12.63
H -13.60 -10.50 14.89
H -13.99 -10.55 13.16
H -12.63 -8.73 14.84
C -16.44 -8.74 18.00
C -16.15 -8.19 16.54
O -15.18 -7.15 16.73
H -17.31 -8.27 18.51
H -15.55 -8.87 18.64
H -16.78 -9.79 17.94
H -17.15 -7.82 16.19
H -15.84 -9.02 15.81
H -15.59 -6.35 17.12
C -14.06 -11.30 18.10
C -12.87 -12.14 17.55
O -11.84 -11.28 17.54
H -14.02 -11.08 19.20
H -14.99 -11.82 17.84
H -14.14 -10.37 17.51
H -13.12 -12.47 16.54
H -12.76 -13.05 18.25
H -11.09 -11.71 17.16
C -11.60 -7.66 16.91
O -10.27 -8.03 16.84
N -11.95 -6.42 16.93
N -12.58 -8.47 16.86
H -11.18 -5.69 17.01
H -12.89 -6.01 17.08
H -12.31 -9.48 16.96
H -13.50 -8.27 17.00
C -10.48 -14.07 15.62
O -9.95 -13.52 16.78
H -11.17 -14.83 15.92
H -9.67 -14.43 14.94
H -11.02 -13.36 15.05
H -9.76 -14.25 17.36
C -10.97 -9.83 20.34
O -9.95 -8.91 20.71
H -10.75 -10.85 20.63
H -11.14 -9.90 19.24
H -11.99 -9.57 20.71
H -10.30 -8.04 20.47
C -9.43 -13.64 20.23
O -10.74 -13.68 19.69
H -9.38 -12.90 21.01
H -8.69 -13.56 19.42
H -9.42 -14.63 20.72
H -10.99 -12.86 19.34
C -8.34 -10.97 18.31
O -8.21 -9.71 17.66
H -7.93 -11.71 17.63
H -9.36 -11.30 18.69
H -7.67 -11.14 19.16
H -9.08 -9.25 17.64
C -15.95 -13.22 15.08
O -16.06 -12.30 14.08
H -16.25 -14.27 14.68
H -16.52 -12.98 15.94
H -14.86 -13.24 15.31
H -16.32 -12.75 13.29
*
```

Output
lowest unoccupied orbital energy = 0.00744 Ha
relative energy (zero: lowest compared OMol25 entry of this formula, charge and spin) = 37.4 kcal/mol
gap between HOMO and LUMO = 0.33693 hartree
total energy = -38746.5368 eV
strongest force on any atom = 8.5 eV/A

---

Record 6
DFT (ωB97M-V with the def2-TZVPD basis set) results for 12 unconnected molecules or ions with the total composition C45H80O21.

Structure (ORCA input):
```
! wB97M-V def2-TZVPD RIJCOSX def2/J DEFGRID3
* xyz 0 1
C 26.95 16.34 12.44
C 26.15 15.24 11.89
O 26.64 14.23 11.45
C 24.63 15.46 11.90
H 27.97 16.02 12.55
H 26.57 16.76 13.38
H 26.94 17.13 11.70
H 24.10 14.57 11.63
H 24.48 16.22 11.11
H 24.18 15.81 12.83
C 18.15 17.07 15.41
C 18.86 17.17 16.73
O 18.59 16.40 17.61
C 19.87 18.24 16.96
H 18.14 18.03 14.87
H 17.13 16.72 15.58
H 18.60 16.25 14.84
H 20.86 17.93 16.59
H 19.97 18.45 18.02
H 19.64 19.18 16.44
C 22.84 19.16 12.49
C 23.80 19.24 13.64
O 24.95 19.49 13.42
C 23.21 19.08 15.04
H 23.34 19.08 11.52
H 22.20 20.02 12.43
H 22.19 18.25 12.63
H 22.34 19.79 15.08
H 23.88 19.35 15.84
H 22.86 18.03 15.18
O 16.82 22.11 14.25
C 17.46 21.80 13.29
O 18.58 22.50 12.94
C 19.25 21.84 11.89
C 18.16 21.01 11.22
C 17.30 20.60 12.37
H 20.11 21.31 12.36
H 19.66 22.59 11.21
H 18.53 20.20 10.60
H 17.65 21.67 10.53
H 17.81 19.78 12.92
H 16.28 20.24 12.14
O 22.70 15.85 14.63
C 22.50 14.79 15.14
O 23.37 13.74 14.99
C 22.93 12.61 15.79
C 21.39 12.78 15.77
C 21.30 14.29 15.93
H 23.49 12.72 16.74
H 23.22 11.64 15.35
H 20.97 12.28 16.62
H 20.89 12.40 14.85
H 21.50 14.40 17.01
H 20.29 14.67 15.70
O 11.86 19.54 9.29
C 12.88 20.19 9.39
O 14.10 19.65 9.14
C 15.13 20.61 9.25
C 14.48 21.95 9.54
C 12.98 21.60 9.74
H 15.65 20.63 8.28
H 15.79 20.33 10.06
H 14.64 22.57 8.64
H 14.96 22.41 10.41
H 12.33 22.13 9.06
H 12.60 21.75 10.72
O 20.79 9.98 14.36
C 20.10 10.02 13.33
O 19.87 11.19 12.69
C 19.13 10.93 11.49
C 18.43 9.63 11.61
C 19.39 8.91 12.58
H 19.91 11.00 10.74
H 18.45 11.77 11.43
H 18.38 9.12 10.64
H 17.43 9.82 11.97
H 20.10 8.28 12.02
H 18.89 8.25 13.23
O 16.65 13.90 9.40
C 16.98 13.17 8.51
O 17.91 12.22 8.67
C 18.14 11.56 7.42
C 16.90 11.82 6.55
C 16.43 13.16 7.14
H 18.39 10.51 7.62
H 19.09 11.96 7.02
H 16.06 11.14 6.73
H 17.09 11.84 5.49
H 15.35 13.29 7.17
H 16.85 14.02 6.62
O 18.05 13.57 14.47
C 17.47 12.51 14.48
O 16.69 12.16 13.45
C 16.41 13.10 12.43
C 15.65 14.32 12.89
C 17.58 11.41 15.52
H 15.90 12.53 11.64
H 17.42 13.35 12.06
H 14.89 13.99 13.60
H 15.04 14.71 12.09
H 16.30 15.08 13.31
H 18.29 11.69 16.29
H 17.78 10.40 15.06
H 16.62 11.19 16.04
O 13.99 20.12 12.37
C 13.62 19.51 13.37
O 12.32 19.27 13.57
C 11.37 20.17 12.86
C 10.02 19.95 13.55
C 14.46 18.86 14.41
H 11.40 19.90 11.81
H 11.83 21.16 13.04
H 10.13 20.15 14.63
H 9.65 18.92 13.35
H 9.24 20.61 13.11
H 15.13 19.58 14.88
H 15.02 18.00 14.02
H 13.84 18.36 15.17
O 19.31 17.99 12.33
C 18.79 17.12 11.66
O 19.39 15.97 11.27
C 20.77 15.76 11.70
C 20.92 14.29 11.73
C 17.37 17.06 11.16
H 20.95 16.28 12.64
H 21.42 16.18 10.93
H 20.17 13.87 12.38
H 21.89 13.93 12.09
H 20.86 13.92 10.67
H 17.12 16.09 10.73
H 17.15 17.97 10.54
H 16.62 17.10 11.95
O 19.71 18.66 9.13
C 19.67 17.67 8.49
O 20.80 16.95 8.31
C 20.71 15.62 7.84
C 22.09 15.01 7.98
C 18.43 17.06 7.87
H 20.47 15.63 6.77
H 19.98 15.02 8.44
H 22.37 15.20 9.01
H 22.80 15.46 7.30
H 22.13 13.94 7.85
H 18.63 16.99 6.77
H 17.48 17.59 8.00
H 18.29 16.04 8.27
*
```

Output
lowest unoccupied orbital energy = -0.00223 Ha
gap between HOMO and LUMO = 0.33065 hartree
total energy = -90961.3872 eV
strongest force on any atom = 3.0 eV/A

---

Record 7
DFT (ωB97M-V with the def2-TZVPD basis set) results for a molecular structure, C2H6N6.

Structure (ORCA input):
```
! wB97M-V def2-TZVPD RIJCOSX def2/J DEFGRID3
* xyz 0 1
C 1.98 0.22 1.22
C 0.17 0.58 0.02
N 0.95 1.09 0.91
N 1.97 -0.95 0.70
N 0.82 -1.16 0.03
N 0.62 -2.14 -0.85
N -1.99 1.64 0.20
N -1.06 0.79 -0.40
H 2.76 0.66 1.91
H -0.01 -2.83 -0.61
H 1.28 -2.57 -1.52
H -1.92 1.55 1.18
H -1.97 2.71 -0.07
H -1.43 0.22 -1.20
*
```

Output
lowest unoccupied orbital energy = 0.03480 Ha
relative energy (zero: lowest compared OMol25 entry of this formula, charge and spin) = 65.1 kcal/mol
gap between HOMO and LUMO = 0.32593 hartree
total energy = -11107.4761 eV
strongest force on any atom = 4.4 eV/A

---

Record 8
DFT (ωB97M-V with the def2-TZVPD basis set) results for C4H5I in the gas phase.

Structure (ORCA input):
```
! wB97M-V def2-TZVPD RIJCOSX def2/J DEFGRID3
* xyz 0 1
C -0.42 -1.12 -1.03
C 0.24 -1.89 -0.03
C -0.14 -0.22 -0.09
C 0.02 1.07 0.52
I -1.10 -2.82 1.40
H -0.91 -1.42 -1.96
H 0.99 -2.64 -0.22
H 0.08 1.87 -0.18
H 0.83 1.23 1.29
H -0.92 1.28 0.98
*
```

Output
lowest unoccupied orbital energy = 0.02571 Ha
relative energy (zero: lowest compared OMol25 entry of this formula, charge and spin) = 44.2 kcal/mol
gap between HOMO and LUMO = 0.33920 hartree
total energy = -12326.1504 eV
strongest force on any atom = 5.7 eV/A

---

Record 9
DFT (ωB97M-V with the def2-TZVPD basis set) results for a molecular structure, C4H2EuO.

Structure (ORCA input):
```
! wB97M-V def2-TZVPD RIJCOSX def2/J DEFGRID3
* xyz 1 9
C -2.51 0.84 -0.02
C 0.11 0.90 0.02
C -1.14 0.83 0.02
C 3.56 -2.98 -0.08
O 3.44 -1.85 -0.01
Eu 2.69 0.56 0.11
H -3.06 1.78 -0.09
H -3.08 -0.08 0.05
*
```

Output
lowest unoccupied orbital energy (alpha / beta) = -0.19356 / -0.18854 Ha
gap between HOMO and LUMO (alpha / beta) = 0.18027 / 0.25541 hartree
⟨S²⟩ = 20.038
total energy = -25545.1468 eV
strongest force on any atom = 2.3 eV/A

---

Record 10
DFT (ωB97M-V with the def2-TZVPD basis set) results for a molecular structure, C23H26FeO5S.

Structure (ORCA input):
```
! wB97M-V def2-TZVPD RIJCOSX def2/J DEFGRID3
* xyz -2 5
C -0.42 -3.65 3.20
C -0.16 -2.22 3.57
O 0.59 -1.62 2.47
C 0.42 -0.28 2.29
C 1.50 0.26 1.37
O 1.55 1.54 1.04
C 0.33 2.37 1.05
S 1.71 -0.95 -0.02
C 2.17 -0.07 -1.53
C 1.30 -0.08 -2.62
C 1.64 0.60 -3.79
C 2.88 1.24 -3.88
C 3.78 1.19 -2.80
C 3.43 0.53 -1.63
O 2.83 -1.80 0.37
O 0.41 -1.49 -0.34
O -0.39 0.41 2.90
H -0.90 -4.14 4.04
H -1.09 -3.72 2.35
H 0.50 -4.18 2.96
H -1.09 -1.65 3.70
H 0.45 -2.13 4.48
H 0.71 3.38 0.84
H -0.32 1.99 0.25
H -0.14 2.29 2.03
H 0.35 -0.62 -2.54
H 0.93 0.63 -4.62
H 3.16 1.77 -4.79
H 4.75 1.67 -2.88
H 4.11 0.46 -0.79
C 4.02 0.33 2.63
C 2.83 0.93 3.22
C 2.90 2.22 3.87
C 1.78 2.95 4.48
C 2.32 3.97 5.34
C 3.76 3.90 5.29
C 4.12 2.84 4.37
Fe 2.99 2.18 5.86
C 3.71 0.44 6.47
C 2.27 0.40 6.33
C 1.70 1.44 7.16
C 2.80 2.13 7.82
C 4.04 1.51 7.40
H 3.77 -0.25 1.74
H 4.73 1.13 2.37
H 4.52 -0.36 3.34
H 2.03 0.29 3.60
H 0.74 2.78 4.21
H 1.74 4.71 5.90
H 4.47 4.56 5.80
H 5.12 2.58 4.02
H 4.42 -0.27 6.04
H 1.71 -0.36 5.78
H 0.64 1.63 7.30
H 2.70 2.91 8.57
H 5.04 1.74 7.77
*
```

Output
lowest unoccupied orbital energy (alpha / beta) = 0.16656 / 0.16642 Ha
relative energy (zero: lowest compared OMol25 entry of this formula, charge and spin) = 0.3 kcal/mol
gap between HOMO and LUMO (alpha / beta) = 0.09085 / 0.16614 hartree
⟨S²⟩ = 6.106
total energy = -79723.1908 eV
strongest force on any atom = 4.5 eV/A

---

Record 11
DFT (ωB97M-V with the def2-TZVPD basis set) results for a gas-phase ion, C2H2N3O2 (charge -1).

Structure (ORCA input):
```
! wB97M-V def2-TZVPD RIJCOSX def2/J DEFGRID3
* xyz -1 3
C 0.30 -0.17 0.03
C -1.98 0.31 -0.08
N 1.34 -1.04 0.06
N 2.53 -0.76 0.20
N -0.87 -0.59 0.26
O -2.21 1.28 0.61
O -2.45 -0.23 -1.08
H 0.63 0.93 -0.26
H 2.71 0.28 0.26
*
```

Output
lowest unoccupied orbital energy (alpha / beta) = 0.15582 / 0.05548 Ha
relative energy (zero: lowest compared OMol25 entry of this formula, charge and spin) = 2.4 kcal/mol
gap between HOMO and LUMO (alpha / beta) = 0.27894 / 0.21423 hartree
⟨S²⟩ = 2.025
total energy = -10668.9700 eV
strongest force on any atom = 2.2 eV/A

---

- What is the strongest force on any atom in the second record?
  0.8 eV/A

---

- Among the records above, which one has the highest total energy?
  C3H3LaO2